1.
A 2-piece molecular cluster, C33H33N2O2 overall at a distorted geometry, computed with ωB97M-V/def2-TZVPD.

Element x y z (Å)
O 1.179 4.973 -1.824
O -4.008 -4.136 1.484
N 1.871 2.751 -1.704
N -0.111 1.754 -1.557
C -5.321 1.927 -2.197
C -3.657 3.606 -2.730
C 1.381 1.055 -3.415
C 0.958 3.769 -1.866
C 1.262 1.446 -1.936
C -2.721 -2.182 1.131
C -4.109 -5.540 1.810
C -0.390 3.070 -2.061
C 4.894 -3.138 1.356
C -4.554 1.518 -1.097
C 0.346 0.536 2.718
C 3.284 3.020 -1.806
C 4.571 -1.887 1.895
C -2.773 -3.581 1.371
C 3.931 -3.883 0.650
C 3.273 -1.422 1.743
C -1.570 -4.318 1.485
C -1.505 -1.535 1.066
C 0.891 1.522 3.548
C -1.530 3.812 -1.379
C 1.210 -0.365 2.098
C 2.628 -0.271 2.349
C 2.275 1.601 3.792
C -2.880 3.185 -1.643
C 2.619 -3.415 0.490
C 1.832 0.349 -1.060
C 3.155 0.689 3.197
C -0.359 -3.655 1.397
C 0.972 -1.565 1.318
C 2.262 -2.204 1.087
C -4.871 2.973 -3.014
C -0.288 -2.249 1.221
C -3.344 2.159 -0.812
H 3.720 2.483 -2.658
H -1.319 3.861 -0.299
H -0.806 1.034 -1.745
H 0.774 0.159 -3.606
H 3.412 4.096 -1.944
H -5.468 3.305 -3.867
H -3.666 -1.651 1.024
H -3.682 -6.163 1.013
H 4.235 0.706 3.367
H -3.618 -5.769 2.766
H 2.671 2.374 4.452
H -0.726 0.435 2.582
H -4.897 0.708 -0.450
H 0.553 -4.232 1.521
H 1.031 1.869 -4.066
H 1.282 -0.586 -1.219
H -1.594 -5.399 1.649
H 3.805 2.705 -0.894
H 4.206 -4.851 0.227
H -0.578 3.045 -3.159
H 2.432 0.833 -3.641
H 2.897 0.179 -1.273
H -1.521 4.825 -1.801
H 1.727 0.646 -0.014
H -1.479 -0.459 0.884
H 0.225 2.235 4.035
H 5.294 -1.267 2.424
H 1.878 -3.985 -0.070
H 5.903 -3.531 1.477
H -5.183 -5.709 1.888
H -2.748 1.875 0.059
H -6.267 1.430 -2.418
H -3.297 4.431 -3.350

Computed properties:
Frontier orbital gap = 5.1 eV
LUMO = -5.78 eV
Relative energy (zero: lowest compared OMol25 entry of this formula, charge and spin) = 0.0 kcal/mol
HOMO energy = -10.89 eV
Charge = +1

2.
C33H33N3O4 as an isolated structure at a distorted geometry, computed with ωB97M-V/def2-TZVPD.

Element x y z (Å)
O 2.994 -1.290 -1.427
O 0.285 -3.484 -2.910
O 1.892 -3.363 -1.421
O 2.315 -0.511 -3.471
N -6.614 -3.244 -0.467
N 3.942 4.538 0.207
N -4.013 -0.262 3.049
C -3.294 -2.299 2.089
C -0.511 -0.748 -2.688
C -4.402 -2.224 -1.430
C -1.388 1.324 0.987
C -2.893 -0.353 -1.780
C 1.439 1.161 -0.053
C -2.960 0.026 2.241
C -2.430 1.283 1.896
C -1.910 -1.212 -2.298
C 4.707 4.550 -1.031
C 0.829 -2.798 -2.068
C -4.702 0.651 3.933
C -2.453 -1.157 1.659
C 4.105 -3.260 -0.663
C -4.336 -1.681 3.049
C 3.122 3.460 0.306
C 4.093 5.608 1.159
C -3.483 -3.056 -2.070
C 0.654 -1.307 -1.861
C 4.189 3.304 -1.789
C -1.351 -1.128 0.830
C 3.205 2.674 -0.861
C -2.298 -2.527 -2.559
C -0.732 0.124 0.529
C 2.781 -2.511 -0.671
C 2.026 -0.957 -2.386
C -4.120 -0.854 -1.352
C 0.468 0.125 -0.214
C 1.467 1.955 1.164
C -5.632 -2.778 -0.906
C 2.279 -2.321 0.743
C 2.387 1.583 -1.042
C 2.238 3.090 1.333
H 2.749 -1.453 1.223
H 0.819 1.687 2.001
H -5.702 0.906 3.553
H 2.573 -3.230 1.287
H -1.625 -3.171 -3.110
H -0.436 0.342 -2.622
H -4.122 1.572 4.053
H -0.944 -2.068 0.457
H 0.683 -1.052 -0.665
H 3.978 -4.230 -0.185
H 1.187 -2.262 0.789
H -1.024 2.294 0.649
H 3.993 6.578 0.649
H -3.813 -2.755 1.234
H 5.788 4.489 -0.821
H 4.523 5.488 -1.580
H -2.695 0.714 -1.663
H 5.022 2.624 -2.014
H -2.695 -3.069 2.591
H 2.166 3.713 2.225
H 2.444 1.126 -2.020
H -5.367 -1.847 2.692
H -4.881 -0.195 -0.930
H -4.842 0.189 4.921
H 3.332 5.537 1.944
H -2.859 2.180 2.329
H -0.299 -1.096 -3.713
H -3.701 -4.119 -2.186
H 4.444 -3.426 -1.686
H 4.871 -2.708 -0.119
H -4.265 -2.107 4.064
H 3.712 3.616 -2.728
H 5.094 5.605 1.621

Computed properties:
Frontier orbital gap = 4.7 eV
LUMO = -1.11 eV
Relative energy (zero: lowest compared OMol25 entry of this formula, charge and spin) = 160.1 kcal/mol
HOMO energy = -5.82 eV
Charge = 0

3.
C33H33N5O4PPt as an isolated structure, computed with ωB97M-V/def2-TZVPD.

Element x y z (Å)
Pt -0.296 0.031 -0.257
P -1.371 2.091 -0.816
O 4.326 0.437 4.841
O 2.963 -6.076 0.384
O -1.949 -0.390 0.800
O -3.521 -0.717 2.880
N 0.923 0.633 1.325
N -2.617 -1.236 -1.271
N 0.770 -1.726 0.193
N 0.997 0.206 -1.811
N -1.441 -0.750 -1.648
C 1.303 -4.024 -0.091
C 2.251 0.665 -1.808
C 1.742 4.559 -1.747
C 0.936 1.866 1.867
C -5.474 -1.928 2.549
C -2.837 -1.039 0.046
C -1.980 3.102 0.559
C 0.442 -0.289 -2.952
C -6.112 -2.739 0.355
C -0.155 3.062 -1.720
C 0.860 3.700 -3.814
C -2.767 1.890 -1.936
C 0.623 -2.885 -0.463
C 1.733 -0.312 1.851
C 2.627 1.253 3.437
C 2.466 0.181 -4.133
C -4.974 -2.223 -0.181
C 2.842 -5.218 1.488
C -4.030 -1.531 0.637
C 0.782 3.849 -1.042
C -6.353 -2.602 1.735
C -0.106 2.991 -3.114
C 1.607 -1.649 1.246
C 2.282 -2.766 1.692
C -4.313 -1.374 2.020
C 2.601 -0.021 2.883
C -0.926 -0.808 -2.829
C 3.017 0.668 -2.959
C 1.756 2.208 2.913
C 1.792 4.470 -3.132
C 1.163 -0.304 -4.128
C 2.134 -3.980 1.023
C 3.551 1.574 4.570
H -2.727 -0.403 2.428
H 3.272 -0.765 3.285
H 2.944 1.877 5.432
H 0.265 2.587 1.441
H 2.927 -2.706 2.558
H -5.654 -1.809 3.609
H 4.942 0.616 5.561
H 4.164 2.439 4.291
H -1.810 2.645 1.533
H -0.066 -2.892 -1.299
H -0.836 2.415 -3.669
H -4.769 -2.329 -1.236
H 4.033 1.036 -2.924
H 1.720 3.214 3.312
H 0.748 3.949 0.034
H 2.633 1.035 -0.867
H -7.247 -3.035 2.165
H -1.506 4.081 0.521
H -1.481 -1.247 -3.649
H 2.440 5.194 -1.218
H 2.235 -5.665 2.288
H 0.707 -0.708 -5.023
H -3.056 3.214 0.428
H -2.545 1.247 -2.780
H -6.829 -3.247 -0.273
H -3.614 1.469 -1.393
H 3.807 -4.954 1.931
H 3.048 0.167 -5.045
H 2.552 5.010 -3.681
H 1.195 -4.940 -0.654
H 3.401 -6.895 0.640
H 0.872 3.664 -4.896
H -3.030 2.888 -2.294

Computed properties:
Frontier orbital gap (spin up / spin down) = 6.1 / 6.1 eV
LUMO (spin up / spin down) = -9.54 / -9.54 eV
Relative energy (zero: lowest compared OMol25 entry of this formula, charge and spin) = 11.7 kcal/mol
HOMO energy (spin up / spin down) = -15.62 / -15.62 eV
Charge = +3

4.
C33H34BF3O2 as an isolated structure at a distorted geometry, computed with ωB97M-V/def2-TZVPD.

Element x y z (Å)
F -4.670 -1.151 -5.424
F -6.452 -0.186 -4.549
F -6.608 -2.202 -5.460
O -4.109 -4.711 1.042
O -4.464 -2.458 1.569
C 1.723 -3.895 3.492
C -5.689 -3.776 -1.707
C 0.872 0.809 0.922
C -3.102 -5.491 3.127
C 1.371 0.837 -0.379
C -5.814 -1.392 -4.706
C -6.015 -3.229 -2.958
C -4.535 -3.013 3.844
C 0.248 -3.450 5.331
C -4.441 3.264 2.306
C -4.873 -3.039 -0.822
C -1.759 -4.360 1.429
C 0.470 -1.753 3.587
C -2.916 1.323 2.701
C -0.020 -0.436 2.930
C 1.075 -4.348 4.645
C -4.715 -1.264 -2.478
C 0.914 -1.522 -0.634
C -2.469 -2.052 2.931
C -3.629 -2.963 2.621
C 1.514 -2.580 3.054
C -0.012 -2.169 4.841
C 0.427 -1.544 0.679
C 0.470 -0.411 1.505
C -5.512 -1.994 -3.351
C -3.976 0.545 2.178
C -5.206 1.071 1.747
C -1.502 0.804 2.842
C 1.436 -0.332 -1.154
C -3.223 2.739 2.782
C -5.448 2.437 1.790
C -4.378 -1.778 -1.227
C -3.152 -4.405 2.075
B -4.531 -3.464 0.624
H 0.079 -2.502 1.070
H -1.480 -5.360 1.048
H 0.535 0.359 3.495
H 0.802 1.735 1.501
H -0.658 -1.503 5.412
H -3.912 -3.179 4.736
H -3.752 -0.484 2.003
H 2.409 -4.561 2.948
H -2.753 -6.443 2.710
H 1.712 1.772 -0.812
H -1.746 -3.662 0.576
H -2.659 -1.160 3.535
H -2.375 -5.198 3.897
H -4.304 -0.306 -2.777
H -0.987 -4.050 2.155
H -2.479 3.474 3.129
H -1.770 -2.615 3.554
H -6.071 -4.766 -1.419
H 2.179 -2.253 2.247
H -4.682 4.335 2.367
H 0.886 -2.443 -1.231
H -4.082 -5.635 3.581
H -5.032 -2.033 3.905
H 1.256 -5.372 4.996
H -5.968 0.385 1.413
H -1.096 1.107 1.858
H -5.316 -3.787 3.754
H -6.423 2.838 1.509
H -1.044 1.415 3.644
H -6.633 -3.786 -3.652
H 1.861 -0.331 -2.166
H -1.977 -1.713 2.010
H -0.195 -3.784 6.263
H -3.723 -1.191 -0.564

Computed properties:
Frontier orbital gap = 9.0 eV
LUMO = 0.26 eV
Relative energy (zero: lowest compared OMol25 entry of this formula, charge and spin) = 0.0 kcal/mol
HOMO energy = -8.72 eV
Charge = 0

5.
C33H34BrCeN7O8 as an isolated structure at a distorted geometry, computed with ωB97M-V/def2-TZVPD.

Element x y z (Å)
Ce 0.324 0.261 0.529
Br 2.194 -6.614 -4.061
O 2.539 -1.511 -2.123
O 1.115 0.760 2.544
O 2.100 -1.451 1.181
O -3.421 -0.327 2.142
O -1.031 1.971 1.316
O 0.788 0.599 4.729
O 0.486 -1.077 -1.351
O 2.463 1.295 -0.719
N -0.699 3.388 -1.148
N -1.040 -4.093 -3.806
N 1.821 -2.407 3.211
N -1.159 -0.814 2.017
N 0.080 2.350 -1.057
N 0.658 -3.201 1.317
N -2.058 -0.023 -0.738
C 0.515 -4.481 3.400
C 2.980 1.454 -3.113
C 1.528 -2.278 1.903
C -3.976 6.530 0.339
C -0.548 -3.048 -3.160
C -0.237 -3.942 2.185
C -3.669 7.348 -0.721
C -1.557 3.720 -0.182
C 1.114 -3.281 4.126
C -2.693 6.960 -1.638
C -2.777 3.419 1.943
C 2.538 1.814 -4.381
C -2.029 5.768 -1.487
C 1.333 -1.722 -2.019
C -2.302 4.931 -0.394
C -1.735 2.973 1.042
C 0.449 2.548 -3.474
C 2.144 1.600 -2.018
C 1.096 -5.102 -3.707
C -0.238 -5.106 -4.080
C -3.297 5.320 0.529
C 2.796 -1.524 3.816
C 3.780 0.828 -0.474
C -3.538 4.501 1.675
C -2.399 -0.716 1.564
C 0.864 2.177 -2.196
C 0.782 -2.941 -2.773
C 1.276 2.352 -4.562
C 1.290 -3.981 0.271
C -2.519 -1.161 0.076
C -0.960 -0.241 3.348
C 0.425 0.440 3.560
C 1.629 -4.006 -3.058
H -2.657 0.781 -0.543
H 3.644 -2.122 4.160
H -0.157 -5.028 4.063
H 1.828 -3.608 4.891
H -2.451 7.614 -2.463
H -0.678 -5.939 -4.613
H -4.732 6.823 1.055
H 4.512 1.604 -0.734
H 3.187 1.671 -5.234
H -1.240 -2.250 -2.932
H -1.255 5.466 -2.175
H -1.032 -3.260 2.504
H -2.151 -0.237 -1.731
H 0.933 2.620 -5.552
H 3.967 1.033 -3.007
H -4.333 4.796 2.349
H 3.969 -0.082 -1.050
H 1.307 -5.160 3.072
H -2.921 2.826 2.834
H -1.866 -2.021 -0.130
H 1.857 -4.827 0.687
H 0.315 -2.716 4.623
H 2.357 -0.971 4.646
H 1.981 -3.340 -0.269
H 0.532 -4.365 -0.412
H 3.826 0.611 0.596
H -4.175 8.297 -0.837
H -1.059 -1.018 4.122
H -0.680 -4.752 1.601
H -0.537 2.975 -3.581
H -3.569 -1.421 -0.140
H 2.664 -3.961 -2.752
H -1.738 0.511 3.559
H 3.123 -0.806 3.068

Computed properties:
Frontier orbital gap (spin up / spin down) = 5.8 / 5.8 eV
LUMO (spin up / spin down) = -2.01 / -2.01 eV
Relative energy (zero: lowest compared OMol25 entry of this formula, charge and spin) = 23.0 kcal/mol
HOMO energy (spin up / spin down) = -7.79 / -7.79 eV
Charge = 0

6.
A 6-piece molecular cluster, C33H34ClFN9O15P2S2 overall at a distorted geometry, computed with ωB97M-V/def2-TZVPD.

Element x y z (Å)
Cl -6.935 3.547 -0.544
S -3.219 -0.374 1.988
S -7.661 -1.546 0.927
P -6.388 1.544 -2.958
P -5.813 -1.727 1.369
F -2.207 -0.085 0.760
O -3.562 -4.818 -0.948
O -5.085 -2.873 0.455
O 4.610 -8.973 1.603
O 0.967 3.709 -1.066
O 4.886 -2.354 -3.230
O 2.227 6.218 1.550
O -0.787 3.048 0.004
O 3.225 -8.156 0.168
O -3.069 0.667 2.942
O 2.983 8.203 1.906
O -7.442 0.513 -3.087
O 3.614 -2.810 -1.548
O -5.738 -2.318 2.911
O -3.325 -3.653 0.846
O -2.925 -1.674 2.433
N -4.780 -0.282 1.230
N -3.033 -4.593 0.131
N -6.259 1.059 -0.121
N 2.282 7.414 1.308
N -4.225 3.711 -1.494
N 3.989 -2.086 -2.457
N 0.423 3.252 -0.083
N 4.243 -8.102 0.839
N -4.327 2.043 0.415
C 4.669 -5.868 -0.114
C 2.857 2.219 3.203
C 1.267 2.911 1.059
C -1.618 -6.583 -0.220
C 5.444 -4.722 -0.206
C 1.517 9.281 -0.107
C -6.099 2.078 -1.177
C -0.151 7.564 -1.524
C 7.024 -5.660 1.354
C 6.618 -4.617 0.530
C -0.083 8.910 -1.862
C 6.251 -6.808 1.452
C 1.938 1.577 -2.940
C 2.634 3.140 0.993
C -5.050 0.858 0.582
C 0.687 2.354 2.183
C -1.389 -5.311 1.822
C 5.077 -6.899 0.720
C 2.281 -0.475 -1.738
C 1.449 7.935 0.216
C 3.430 2.791 2.073
C 1.486 2.003 3.259
C -0.416 -6.198 2.259
C 3.294 -0.805 -2.623
C 0.618 7.072 -0.481
C 1.603 0.720 -1.900
C 2.961 1.243 -3.820
C 3.647 0.045 -3.662
C -0.045 -7.274 1.462
C -0.642 -7.464 0.222
C -1.986 -5.516 0.587
C 0.747 9.768 -1.153
C -4.549 2.356 -1.021
H 0.561 6.023 -0.227
H -0.380 2.183 2.231
H 1.042 1.558 4.140
H 3.756 -5.942 -0.689
H 3.221 1.913 -4.630
H 4.443 -0.211 -4.349
H 0.712 -7.968 1.808
H -6.673 2.722 -3.707
H -0.679 9.292 -2.683
H 4.498 2.962 2.034
H 3.483 1.940 4.042
H 0.797 10.816 -1.418
H -0.348 -8.301 -0.398
H 7.941 -5.577 1.923
H -3.350 2.082 0.722
H -5.939 -1.541 3.474
H -0.801 6.899 -2.078
H 5.129 -3.911 -0.848
H 7.220 -3.718 0.461
H 6.572 -7.614 2.098
H 2.161 9.956 0.441
H 0.053 -6.052 3.225
H -5.115 1.066 -3.409
H -5.816 -3.335 -0.009
H -3.866 1.661 -1.567
H 2.009 -1.137 -0.927
H -3.805 4.239 -0.727
H -3.518 3.597 -2.221
H 1.396 2.506 -3.066
H -6.989 1.411 0.512
H -1.671 -4.476 2.450
H 3.090 3.581 0.117
H 0.806 0.984 -1.216
H -2.080 -6.740 -1.186

Computed properties:
Frontier orbital gap = 6.3 eV
LUMO = -4.79 eV
HOMO energy = -11.12 eV
Charge = +1

Q: Look up the charge of the fifth one.
A: 0

Q: Which of these has the highest charge?
A: C33H33N5O4PPt